Run w
Computed, not measured: a molecular structure, C3H4O2S, with ωB97M-V/def2-TZVPD.

Structure (ORCA input):
```
! RIJCOSX wB97M-V def2-TZVPD def2/J DEFGRID3
* xyz 0 1
C -0.087 -0.494 -0.253
C 0.736 -1.414 0.231
C -0.564 0.566 0.733
O -0.306 0.221 2.003
O -0.046 1.822 0.358
S 1.111 -1.413 1.912
H -0.359 -0.384 -1.287
H 1.183 -2.187 -0.370
H -1.656 0.663 0.607
H 0.812 1.936 0.782
*
```

Its HOMO energy is -9.04 eV. The molecular weight comes out at 104.13 g/mol.


Run x
Computed, not measured: a molecular structure, C3H4O2S, with ωB97M-V/def2-TZVPD.

Structure (ORCA input):
```
! RIJCOSX wB97M-V def2-TZVPD def2/J DEFGRID3
* xyz 0 1
C -1.440 0.228 0.089
C -0.073 -0.257 -0.195
C 1.212 0.635 -0.094
H -1.978 0.210 1.377
H -1.935 -0.895 -0.422
H -1.589 1.403 -0.258
H 2.051 -1.359 -0.551
O 0.092 -1.561 0.001
O 0.912 1.822 -0.050
S 2.748 -0.226 0.103
*
```

Its HOMO energy is -10.05 eV. The molecular weight comes out at 104.13 g/mol.


Run y
Computed, not measured: a single C3H4O2S molecule, with ωB97M-V/def2-TZVPD.

Structure (ORCA input):
```
! RIJCOSX wB97M-V def2-TZVPD def2/J DEFGRID3
* xyz 0 1
C -0.748 -0.371 0.058
C 0.405 0.439 -0.002
C -2.123 -0.050 -0.071
O 3.057 1.139 -0.209
O 2.610 -1.271 -0.275
S 2.236 0.044 0.248
H -0.629 -1.390 0.023
H 0.299 1.485 0.408
H -2.603 -1.018 -0.193
H -2.505 0.992 0.013
*
```

As for the SMILES: C=CC=S(=O)=O. Its HOMO energy (alpha / beta) is -9.38 / -9.33 eV. The molecular weight comes out at 104.13 g/mol.


Run z
Computed, not measured: a single C3H4O2S molecule, with ωB97M-V/def2-TZVPD.

Structure (ORCA input):
```
! RIJCOSX wB97M-V def2-TZVPD def2/J DEFGRID3
* xyz 0 1
C -1.121 0.416 -0.063
C 0.569 0.944 0.171
C -1.484 -0.855 0.027
O 1.703 -1.441 0.035
O 3.020 0.655 -0.074
S 1.809 -0.017 -0.244
H -1.674 1.246 -0.091
H 0.589 1.969 -0.163
H -0.856 -1.599 0.373
H -2.556 -1.318 0.028
*
```

As for the SMILES: C=CC=S(=O)=O. Its HOMO energy (alpha / beta) is -9.62 / -9.62 eV. The molecular weight comes out at 104.13 g/mol.


Tell me which of them is the least stable. Sure, it is run z.


Run w
Computed, not measured: a single C3H4O2S molecule, with ωB97M-V/def2-TZVPD.

Structure (ORCA input):
```
! RIJCOSX wB97M-V def2-TZVPD def2/J DEFGRID3
* xyz 0 1
C -0.008 -0.380 -2.361
C 0.511 0.047 -1.365
C -0.678 -0.236 1.200
O 0.671 1.911 0.473
O 2.055 -0.097 0.838
S 0.827 0.505 0.492
H -0.540 -0.893 -3.144
H -0.600 -0.692 2.231
H -1.297 0.683 1.224
H -0.940 -0.849 0.412
*
```

As for the SMILES: C#CS(C)(=O)=O. Its HOMO energy is -10.93 eV. The molecular weight comes out at 104.13 g/mol.


Run x
Computed, not measured: a molecular structure, C3H4O2S, with ωB97M-V/def2-TZVPD.

Structure (ORCA input):
```
! RIJCOSX wB97M-V def2-TZVPD def2/J DEFGRID3
* xyz 0 1
C -0.886 0.634 -1.556
C -0.588 -0.686 -0.022
C 0.530 0.191 -0.485
O -1.141 1.391 -2.446
O -1.595 -0.306 -0.958
S 1.066 1.412 0.729
H -0.409 -1.882 -0.094
H -0.870 -0.376 0.959
H 1.436 -0.224 -1.039
H 0.571 2.594 0.314
*
```

Its HOMO energy is -9.74 eV. The molecular weight comes out at 104.13 g/mol.


Tell me which of them is the least stable. Sure, it is run w.


Run w
Computed, not measured: a single C4H2OS molecule, with ωB97M-V/def2-TZVPD.

Structure (ORCA input):
```
! RIJCOSX wB97M-V def2-TZVPD def2/J DEFGRID3
* xyz 0 1
C -0.021 1.192 1.572
C -0.244 0.268 0.494
C 0.085 -0.656 -0.286
C 0.011 -1.154 -1.623
H 1.072 1.779 1.750
H -1.001 -1.875 -1.545
O -0.817 1.281 2.473
S 0.916 -0.835 -2.835
*
```

As for the SMILES: O=CC#CC=S. Its HOMO energy is -9.49 eV. The molecular weight comes out at 98.13 g/mol.


Run x
Computed, not measured: a single C4H2OS molecule, with ωB97M-V/def2-TZVPD.

Structure (ORCA input):
```
! RIJCOSX wB97M-V def2-TZVPD def2/J DEFGRID3
* xyz 0 1
C -0.455 0.779 -0.349
C 0.602 1.509 -0.092
C 0.386 -0.359 -0.015
C -1.024 -0.445 0.201
O 1.762 1.344 -0.065
S 1.732 -1.083 -0.252
H -1.490 -0.664 1.081
H -1.513 -1.081 -0.509
*
```

Its HOMO energy is -9.01 eV. The molecular weight comes out at 98.13 g/mol.


Tell me which of them is the least stable. Sure, it is run x.


Run w
Computed, not measured: a single C8H15BN2O molecule, with ωB97M-V/def2-TZVPD.

Structure (ORCA input):
```
! RIJCOSX wB97M-V def2-TZVPD def2/J DEFGRID3
* xyz 0 1
B -0.197 -0.798 -0.196
C -3.802 -0.490 -0.018
C -3.457 0.843 0.133
C -1.658 -0.262 -0.202
C -0.061 -2.424 -0.168
C 2.827 -0.915 -0.725
C 2.726 1.386 0.583
C -1.439 2.217 0.005
C 2.155 -0.063 0.310
N -2.646 -1.153 -0.098
N -2.118 0.968 0.069
O 0.849 0.078 -0.098
H -4.678 -0.985 0.028
H -4.071 1.577 0.424
H 0.772 -2.988 0.427
H 0.092 -2.836 -1.144
H -0.953 -2.954 0.320
H 2.695 -0.313 -1.660
H 3.900 -1.069 -0.430
H 2.191 -1.882 -0.929
H 3.301 1.498 1.534
H 1.820 2.069 0.747
H 3.465 1.724 -0.261
H -1.700 2.634 1.050
H -0.386 1.990 -0.107
H -1.749 2.731 -0.859
H 2.122 -0.584 1.265
*
```

As for the SMILES: CB(OC(C)C)c1nccn1C. Its HOMO energy is -8.50 eV. The molecular weight comes out at 166.03 g/mol.


Run x
Computed, not measured: 2 unconnected molecules or ions with the total composition C8H15BN2O, with ωB97M-V/def2-TZVPD.

Structure (ORCA input):
```
! RIJCOSX wB97M-V def2-TZVPD def2/J DEFGRID3
* xyz 0 1
B -1.179 -1.213 -0.805
C -4.203 -0.075 0.831
C -3.603 1.140 0.771
C -2.305 -0.404 -0.153
C -0.156 -2.000 -1.312
C 2.175 0.540 1.185
C 3.177 -1.332 -0.044
C -1.442 1.963 -0.191
C 2.841 0.094 -0.126
N -3.422 -0.999 0.279
N -2.451 1.021 0.030
O 1.954 0.288 -1.170
H -5.153 -0.257 1.136
H -3.959 2.054 1.024
H 0.148 -2.993 -0.956
H 1.233 -0.346 -1.184
H 0.526 -1.809 -2.195
H 1.168 -0.037 1.309
H 2.820 0.488 2.043
H 1.966 1.557 1.025
H 3.699 -1.646 0.882
H 3.675 -1.557 -0.911
H 2.247 -1.948 0.099
H -1.492 2.121 -1.358
H -1.539 2.954 0.216
H -0.414 1.569 -0.132
H 3.689 0.826 -0.292
*
```

As for the SMILES: C=Bc1nccn1C.CC(C)O. Its HOMO energy is -8.48 eV. The molecular weight comes out at 166.03 g/mol.


Tell me which of them is the least stable. Sure, it is run x.